No. 1
Entry from the Open Molecules 2025 dataset: a single C7H11PSi molecule in a non-equilibrium geometry (ωB97M-V/def2-TZVPD).

The LUMO energy is 0.886 eV. As for the HOMO-LUMO gap: 0.3668 Eh.

ORCA input file:
```
! wB97M-V def2-TZVPD RIJCOSX def2/J DEFGRID3
* xyz 0 1
C -3.18540 -0.86138 0.00308
C -2.16394 -1.60568 -0.65743
C -2.91115 0.34741 0.62961
C -0.86026 -1.16165 -0.56312
C -1.58842 0.69894 0.82976
C -0.56948 -0.10275 0.28146
C 1.82742 1.51431 -1.12031
Si 1.21318 0.34642 0.43881
P 2.40692 -1.54528 0.30182
H -4.27229 -1.00678 0.02710
H -2.29962 -2.49143 -1.23915
H -3.55637 1.08128 1.05088
H 0.02686 -1.64334 -1.09281
H -1.19711 1.64058 1.26982
H 1.51860 1.02998 -1.97370
H 1.43483 2.44645 -0.86188
H 2.81344 1.36243 -1.15594
H 1.30216 0.93736 1.65483
H 1.64184 -2.10749 1.30155
H 3.34773 -1.10336 1.41121
*
```



No. 2
Entry from the Open Molecules 2025 dataset: a gas-phase ion, C7H12 (charge -1) in a non-equilibrium geometry (ωB97M-V/def2-TZVPD).

The LUMO energy (spin up / spin down) is 4.221 / 4.135 eV. As for the HOMO-LUMO gap (spin up / spin down): 0.1317 / 0.2584 Eh.

ORCA input file:
```
! wB97M-V def2-TZVPD RIJCOSX def2/J DEFGRID3
* xyz -1 2
C 1.93918 0.76732 0.67474
C 1.42101 -0.36689 -0.19784
C 0.03739 -0.06647 -0.74449
C -0.10557 0.13727 -2.11499
C -2.13586 0.78202 0.04454
C -1.10220 -0.12706 0.12679
C -1.12602 -1.20349 1.20254
H 2.73415 0.53642 1.39432
H 2.30975 1.55807 0.01189
H 1.11433 1.25038 1.21499
H 1.40750 -1.30479 0.34861
H 2.03474 -0.56069 -1.08453
H 0.78105 0.16619 -2.76361
H -1.02382 0.42075 -2.61024
H -2.00561 1.66682 -0.55270
H -3.04987 0.60313 0.59085
H -0.22174 -1.03154 1.80426
H -1.04594 -2.20455 0.77904
H -1.96248 -1.02291 1.87584
*
```



Going through the records in order, we get E values of -24602.179 -7451.334 eV.
Going through the records in order, we get ΔE to the lowest compared entry with this formula, charge and spin values of 32.8 3.4 kcal/mol.